Entry from the OMol25 dataset: a structure of composition C6H21HgN4 at a distorted geometry (ωB97M-V/def2-TZVPD).

Geometry as XYZ:
```
32
Properties=species:S:1:pos:R:3:mulliken_charge:R:1
C 1.010 -4.274 0.029 -0.861
Hg -0.466 -1.455 -2.870 0.007
N -2.243 -0.307 -3.124 -2.762
H 0.168 -2.885 -2.241 -0.213
H -3.068 -0.398 -2.578 0.838
H 0.510 -4.858 -0.756 0.269
H 1.918 -4.822 0.431 0.250
H 0.327 -4.012 0.825 0.193
H 1.221 -3.316 -0.588 0.099
H -2.013 0.657 -3.161 0.704
H -2.484 -0.574 -4.041 0.579
C 2.388 1.885 -0.272 -1.575
N 1.215 1.758 0.585 0.707
C 1.350 2.365 1.881 -0.939
C 0.159 0.934 0.182 -0.900
N 0.163 0.438 -1.049 0.434
N -0.850 0.693 1.034 0.720
C -1.244 1.513 2.114 -1.071
C -1.660 -0.434 0.685 -0.659
H 3.207 2.436 0.245 0.286
H 2.105 2.448 -1.163 0.397
H 2.756 0.896 -0.571 0.437
H 0.670 3.252 1.993 0.241
H 1.184 1.640 2.738 0.270
H 2.398 2.750 2.026 0.295
H 0.972 0.811 -1.512 -0.047
H -2.188 1.128 2.479 0.294
H -0.552 1.376 2.976 0.261
H -1.294 2.598 1.830 0.282
H -2.110 -0.372 -0.333 -0.018
H -1.096 -1.385 0.767 0.200
H -2.452 -0.486 1.440 0.282
```

Output
**Highest occupied orbital energy (spin up / spin down)**: 0.0191 / -0.0018 Ha
**Net charge**: -1
**DFT total energy**: -613.45753 Ha
**Relative energy (zero: lowest compared OMol25 entry of this formula, charge and spin)**: 35.1 kcal per mole
**F_max**: 3.4 eV/A
**Frontier orbital gap (spin up / spin down)**: 0.082 / 0.097 Ha